The following is a quantum chemistry calculation of a 8-piece molecular cluster, C21H33B2F17N6O9S3 overall, from the OMol25 dataset.

```
91
Properties=species:S:1:pos:R:3:forces:R:3
C -10.878120 -5.992370 -14.858400 -0.64 0.72 -1.64
C -11.540930 -4.804170 -14.135470 1.41 -0.98 -2.22
N -11.031050 -4.760220 -12.803890 -0.17 -1.20 5.09
C -9.851050 -4.203850 -12.385210 0.58 0.47 2.59
C -9.814350 -4.155420 -10.943260 -2.21 -0.52 -3.14
N -11.042890 -4.721360 -10.528800 2.04 -1.10 -5.55
C -11.613900 -5.296370 -11.655040 -0.58 3.51 -0.33
C -11.456030 -4.747100 -9.201610 -0.74 -1.13 2.41
H -11.399980 -6.930680 -14.670440 0.55 -0.07 0.33
H -9.788210 -6.002560 -14.867620 -0.02 -0.29 1.01
H -11.012810 -5.786360 -15.920250 -0.52 -0.17 -0.26
H -12.613960 -4.846190 -14.322380 -0.08 -0.09 1.14
H -11.227320 -3.887150 -14.634290 0.12 0.11 0.24
H -9.072750 -4.001780 -13.106200 -0.10 0.45 0.18
H -9.158790 -3.714970 -10.206620 0.15 -0.11 -0.36
H -12.626000 -5.664770 -11.734720 0.05 -0.33 0.49
H -10.625080 -5.139250 -8.615230 -0.02 0.46 0.34
H -12.241340 -5.484530 -9.035550 -0.19 0.18 -0.26
H -11.807270 -3.767980 -8.875920 0.18 -0.07 0.04
C -19.798700 -13.180050 -5.371590 0.52 0.14 -0.46
C -19.099240 -12.620840 -6.671300 -1.48 -1.29 0.92
N -19.213290 -11.175860 -6.662530 2.96 3.89 0.91
C -20.296500 -10.454770 -7.008130 -0.40 2.03 -0.98
C -19.947580 -9.078920 -7.021510 -3.03 -2.33 -0.49
N -18.682120 -8.942930 -6.654290 0.44 -4.08 1.52
C -18.236850 -10.224890 -6.335240 -0.74 -0.13 -1.24
C -18.096570 -7.695470 -6.273190 1.23 0.75 0.28
H -20.156600 -14.208140 -5.426680 0.66 -0.18 -0.39
H -20.729710 -12.669890 -5.124500 0.23 0.58 -0.14
H -19.077450 -13.073650 -4.561290 -0.29 -0.09 0.21
H -19.643700 -12.961430 -7.552020 0.08 0.07 -0.04
H -18.069430 -12.959820 -6.783930 -0.04 0.36 0.20
H -21.196170 -10.965440 -7.318290 -0.05 0.30 0.00
H -20.613830 -8.240850 -7.163470 0.22 -0.05 -0.31
H -17.261040 -10.444580 -5.927920 0.01 -0.04 -0.17
H -17.528290 -7.255400 -7.092640 -0.13 -0.09 -0.05
H -17.407440 -7.905780 -5.455280 -0.07 0.33 0.06
H -18.879740 -7.000240 -5.970850 0.14 -0.14 0.04
C -26.484870 -6.923170 -7.328010 -0.58 0.23 1.49
C -26.752350 -6.150620 -6.000980 -0.34 -1.17 -1.12
N -25.521560 -6.019290 -5.170340 -0.32 -2.88 2.35
C -24.701960 -4.944950 -5.119430 -0.24 -0.68 0.88
C -23.832750 -5.220190 -4.114160 2.52 0.87 0.03
N -23.941600 -6.531930 -3.591470 -2.23 3.16 -2.78
C -25.059070 -6.957130 -4.209770 -1.05 0.70 -1.75
C -22.984970 -7.210630 -2.708800 -1.13 -0.23 -0.17
H -27.443580 -7.292570 -7.692050 -0.17 0.76 -0.49
H -26.086960 -7.888310 -7.014510 1.07 0.21 -0.46
H -25.940550 -6.275220 -8.015010 0.15 -0.78 -0.23
H -27.536970 -6.749670 -5.538800 0.43 0.12 0.90
H -27.232330 -5.193250 -6.203900 0.63 0.27 0.30
H -24.879060 -4.122880 -5.797110 0.44 0.20 0.33
H -23.024180 -4.552200 -3.856470 0.15 -0.31 0.28
H -25.622300 -7.853600 -3.996420 0.29 -0.11 -0.10
H -21.997870 -7.236800 -3.170370 -0.19 0.05 0.05
H -23.428680 -8.204170 -2.644800 0.58 -0.14 0.46
H -22.980910 -6.701370 -1.745090 0.13 -0.17 -0.10
B -14.206880 -9.547820 -1.803020 0.14 -1.86 -0.26
F -15.548690 -9.265750 -1.643310 -1.31 0.16 0.03
F -14.007010 -10.945810 -2.024020 -0.44 -0.52 0.54
F -13.690580 -8.978190 -2.905680 0.56 1.75 -2.39
F -13.506480 -9.128610 -0.725890 0.89 0.49 2.00
B -20.863820 -3.912170 -10.909900 0.56 0.46 0.50
F -22.199080 -4.299880 -10.643130 0.25 -0.78 -0.35
F -20.749600 -3.093010 -11.997080 -0.47 -0.52 -3.44
F -20.492650 -2.983580 -9.991660 0.70 0.51 3.54
F -19.903110 -4.992050 -10.914020 -1.06 0.14 -0.18
C -12.479410 -11.711850 -9.130900 0.00 2.17 0.31
F -12.173250 -12.650820 -8.234320 0.32 -0.42 -1.00
F -13.066210 -10.742100 -8.378810 0.00 0.02 0.07
F -11.341930 -11.115200 -9.621720 -0.17 -0.83 0.52
S -13.631740 -12.033010 -10.556830 0.13 0.18 -0.90
O -14.477810 -13.045250 -9.992830 -0.70 -0.52 0.32
O -14.273680 -10.719870 -10.733470 0.98 -1.21 -0.11
O -12.762260 -12.506930 -11.636880 -0.56 0.76 0.79
C -26.630500 -16.967510 -9.890920 0.94 1.64 0.29
F -27.428390 -17.690400 -9.095530 0.56 -0.73 -0.65
F -25.422940 -17.581190 -10.152530 -1.57 0.21 0.75
F -27.206620 -16.733440 -11.059160 -0.38 -0.86 -0.45
S -26.500080 -15.278260 -9.112860 -1.03 6.12 -2.74
O -25.973070 -15.370360 -7.798220 1.31 -1.38 1.53
O -25.695580 -14.404410 -10.065350 -0.96 -2.97 1.69
O -27.887940 -14.733990 -9.085830 1.15 -1.96 -0.33
C -21.774570 2.216430 -4.710550 5.14 -0.16 0.92
F -21.848060 2.222550 -3.335540 -0.72 -0.44 -0.96
F -22.695830 1.531270 -5.273570 -2.40 -0.66 -0.33
F -21.794900 3.496060 -5.063180 -0.75 0.49 -0.41
S -20.030790 1.454450 -5.262340 1.00 -0.84 1.13
O -19.090390 2.307330 -4.504870 -1.20 -0.70 -0.82
O -20.053350 0.038250 -4.839540 -0.57 1.46 0.32
O -19.961790 1.542030 -6.708500 -0.54 0.88 0.30
```
Forces are in eV/Å.

LUMO energy = 0.50 eV
Gap between HOMO and LUMO = 5.1 eV
Net charge = -2